Entry 1:
The following is a DFT calculation (ωB97M-V with the def2-TZVPD basis set) of a molecular structure, C46H52CoN4OP2S at a distorted geometry.

Geometry (Å):
Co: 11.980608 11.858119 10.783531
O: 9.964892 12.666771 15.276813
S: 10.300365 12.448104 13.821272
C: 8.767713 12.646678 12.866043
C: 7.576166 12.514918 13.551238
C: 6.346224 12.694775 12.847022
C: 6.374925 13.025815 11.491772
C: 7.606713 13.166896 10.823130
C: 8.815194 12.976440 11.515907
P: 10.443308 13.408938 10.798410
C: 10.039813 14.069784 9.118664
C: 9.438253 15.356203 8.944676
C: 9.195387 15.881254 7.679073
C: 9.401675 15.093004 6.533152
C: 9.905737 13.790853 6.710449
C: 10.303036 13.301838 7.988884
C: 11.007758 14.943204 11.635924
C: 10.001654 15.852540 12.042075
C: 10.340389 17.135788 12.483040
C: 11.668623 17.487274 12.673979
C: 12.656579 16.529025 12.408816
C: 12.349514 15.311371 11.779558
C: 10.602793 10.509751 13.771963
C: 9.715793 9.783068 14.875319
C: 10.459239 9.013497 15.903480
C: 11.811331 9.071470 15.982256
C: 12.590679 9.656012 14.907846
C: 12.048573 10.285918 13.851900
P: 13.119448 10.905436 12.492760
C: 14.504425 11.757377 13.282067
C: 15.587458 11.009566 13.728561
C: 16.687078 11.662218 14.336007
C: 16.750033 13.043812 14.404176
C: 15.604573 13.748498 14.000111
C: 14.489744 13.137030 13.469385
C: 13.809231 9.299786 11.831376
C: 13.359293 8.025251 12.219620
C: 14.015202 6.863974 11.733704
C: 15.127855 6.969169 10.877821
C: 15.557113 8.239600 10.528936
C: 14.939973 9.421084 11.027423
H: 7.619081 12.399344 14.606334
H: 5.399897 12.549678 13.377147
H: 5.451329 13.196474 10.940490
H: 7.589058 13.375828 9.728652
H: 9.106933 15.941380 9.837198
H: 8.801114 16.903590 7.624695
H: 9.104034 15.458460 5.554552
H: 10.041905 13.172953 5.823780
H: 10.701141 12.322763 8.153193
H: 8.965345 15.512822 12.082265
H: 9.582246 17.841119 12.737363
H: 11.956527 18.439500 13.091346
H: 13.694224 16.811023 12.561631
H: 13.150887 14.692280 11.433105
H: 8.918862 10.401643 15.348124
H: 9.915971 8.462592 16.697125
H: 12.355526 8.740960 16.870305
H: 13.684209 9.672351 15.006384
H: 15.546993 9.912834 13.725854
H: 17.497134 11.051364 14.744591
H: 17.663674 13.490298 14.743002
H: 15.632864 14.848869 13.990417
H: 13.643778 13.755455 13.118636
H: 12.499474 7.883187 12.852642
H: 13.669714 5.833135 12.010626
H: 15.689990 6.088215 10.515079
H: 16.451713 8.394746 9.942203
H: 15.413411 10.403502 10.818909
C: 8.247353 7.957905 13.404852
C: 9.226270 9.067009 13.550271
N: 9.941858 9.655375 12.679817
H: 7.843278 7.660681 14.404059
H: 8.814854 7.146691 12.944884
H: 7.422758 8.280947 12.696149
C: 11.340835 9.645817 7.622983
C: 10.768261 9.514556 9.049165
C: 11.122035 8.158928 9.567749
C: 9.323980 9.844610 9.302900
N: 11.616275 10.504683 9.852872
H: 10.890095 8.875653 6.955530
H: 12.421405 9.437390 7.607422
H: 11.141701 10.625194 7.145579
H: 10.735862 7.391938 8.863693
H: 10.711660 8.006952 10.582960
H: 12.211622 7.925356 9.698888
H: 8.663787 9.012390 8.990931
H: 8.982096 10.768604 8.813440
H: 9.174694 9.955955 10.428040
C: 15.506674 15.385740 8.245617
C: 15.180674 13.890372 8.303396
C: 16.306740 13.120672 9.027890
C: 15.055634 13.366344 6.863870
N: 13.946425 13.819147 9.115500
N: 13.253947 12.582964 9.227495
H: 16.548361 15.547070 7.901488
H: 15.525187 15.816547 9.287588
H: 14.837205 15.928774 7.524547
H: 17.258248 13.297918 8.492181
H: 16.071941 12.023565 9.037382
H: 16.427283 13.474308 10.071461
H: 16.079023 13.222627 6.413396
H: 14.546334 14.094937 6.157601
H: 14.552002 12.375720 6.817136
H: 13.313296 14.557248 8.804212
H: 13.913668 11.791741 9.298456
H: 12.562066 12.420963 8.513201

Atoms 1-6, force components in eV/Å:
0.4 0.7 0.9
-0.2 -0.2 -0.9
0.4 -0.4 0.8
0.0 -0.6 0.5
-1.2 0.5 -1.5
1.0 -0.2 0.4

Summary:
⟨S²⟩ ... 3.822
E_LUMO (alpha / beta) ... 0.094 / 0.091 eV
E_HOMO (alpha / beta) ... -5.874 / -5.791 eV
Kohn-Sham gap (alpha / beta) ... 0.2193 / 0.2162 Eh
2S+1 ... 4
Net charge ... 0

***

Entry 2:
The following is a DFT calculation (ωB97M-V with the def2-TZVPD basis set) of a molecular structure, C46H53CsFN9O3S3 at a distorted geometry.

Geometry (Å):
Cs: 0.478507 0.222112 1.312760
S: 3.595718 2.792375 1.297543
C: 3.641815 2.705114 2.996471
S: 2.712416 1.537644 3.846181
C: 4.457321 3.592616 3.741924
C: 5.220837 4.612140 3.150724
N: 5.894433 5.452084 2.719320
C: 4.584782 3.513499 5.138037
N: 4.723050 3.501667 6.290078
C: -6.474342 -3.550708 1.034150
C: -6.688417 -2.219530 0.308134
C: -7.887349 -1.502051 0.921008
C: -8.058721 -0.118907 0.313318
C: -6.799572 0.669906 0.533430
C: -6.834201 2.041132 0.709875
C: -5.649965 2.739365 0.872442
F: -5.727828 4.082701 1.037508
C: -4.431476 2.120615 0.860947
C: -4.373864 0.730594 0.691898
C: -3.043521 0.097978 0.652352
O: -2.036327 0.785951 0.833211
C: -3.072775 -1.314158 0.341745
C: -4.259859 -1.942544 0.216059
N: -5.495287 -1.370745 0.372647
C: -5.566632 -0.001344 0.544952
C: -1.838870 -2.214763 0.166069
O: -1.999029 -3.185788 -0.609064
O: -0.837464 -1.925830 0.844463
H: -7.434393 -4.057204 1.141827
H: -6.062211 -3.373668 2.028267
H: -5.803732 -4.217875 0.497672
H: -6.907039 -2.417751 -0.749943
H: -7.736722 -1.418026 2.001142
H: -8.775277 -2.115822 0.761105
H: -8.915230 0.398599 0.748586
H: -8.255233 -0.213323 -0.760394
H: -7.774801 2.576594 0.712018
H: -3.503685 2.663014 0.978315
H: -4.241346 -2.990418 -0.042924
C: 2.556780 -0.333402 -6.742901
C: 1.275109 -0.958887 -6.172959
C: 0.051973 -0.337641 -6.862621
C: 1.291105 -2.457667 -6.480330
C: 1.209661 -0.681107 -4.675891
C: 1.194223 -1.686354 -3.717074
C: 1.133093 -1.330052 -2.374563
N: 1.106204 -0.081976 -1.948231
C: 1.132975 0.904268 -2.847566
C: 1.173250 0.632454 -4.215295
C: 1.142017 2.281778 -2.308355
C: 1.534056 3.380966 -3.072407
C: 1.601464 4.648043 -2.500927
C: 1.237315 4.756018 -1.165893
C: 0.875589 3.606848 -0.473730
N: 0.832340 2.407386 -1.017256
C: 2.105450 5.828056 -3.323041
C: 1.154352 6.057661 -4.506921
C: 3.514748 5.516870 -3.847011
C: 2.183662 7.113814 -2.497059
H: 2.625698 -0.523300 -7.817267
H: 3.436818 -0.758718 -6.258202
H: 2.575226 0.745335 -6.585948
H: 0.079977 -0.542969 -7.935829
H: 0.023077 0.743480 -6.725003
H: -0.869740 -0.754636 -6.453541
H: 1.334084 -2.609389 -7.561053
H: 0.391983 -2.947911 -6.103965
H: 2.160789 -2.943343 -6.035749
H: 1.226244 -2.734872 -3.973980
H: 1.113190 -2.101802 -1.610924
H: 1.171347 1.449169 -4.924432
H: 1.839413 3.243398 -4.101093
H: 1.295399 5.690701 -0.628865
H: 0.677428 3.657466 0.591613
H: 1.109219 5.179123 -5.152194
H: 1.494912 6.905325 -5.107605
H: 0.143874 6.268177 -4.151853
H: 3.518381 4.641358 -4.497097
H: 4.193761 5.323673 -3.015663
H: 3.897462 6.365064 -4.420279
H: 1.198498 7.417613 -2.138697
H: 2.580848 7.921702 -3.115311
H: 2.842651 6.987974 -1.637351
C: -0.235564 -5.601845 -0.737588
N: 0.528596 -5.081602 0.364847
C: -0.126964 -4.787370 1.633385
C: 0.924877 -3.979936 2.405183
N: 2.045517 -3.926290 1.467271
C: 1.718492 -4.461380 0.260767
S: 2.675501 -4.369289 -1.094208
H: -1.058389 -4.917468 -0.967155
H: -0.635987 -6.584740 -0.471795
H: 0.423607 -5.701333 -1.596354
H: -0.379611 -5.723234 2.144452
H: -1.034063 -4.210184 1.453672
H: 1.226543 -4.492197 3.323666
H: 0.560030 -2.988521 2.655259
H: 2.720172 -3.180539 1.480314
N: 0.145095 -1.058991 4.447120
C: 1.028073 -1.204988 5.178487
N: 2.026203 -1.414234 6.016153
C: 3.178906 -0.493394 6.044716
C: 4.281054 -1.112881 6.904571
C: 4.271402 -2.629732 6.758719
C: 2.985110 -3.211857 7.364866
C: 1.819140 -2.220638 7.201994
H: 2.881747 0.493515 6.405795
H: 3.504392 -0.340153 5.016005
H: 4.141974 -0.845744 7.956943
H: 5.237099 -0.685851 6.602257
H: 5.147364 -3.079350 7.231251
H: 4.320475 -2.881166 5.696476
H: 3.125655 -3.416262 8.429723
H: 2.742654 -4.161923 6.884306
H: 1.754969 -1.565237 8.080742
H: 0.866262 -2.740080 7.114615

Atoms 1-6, force components in eV/Å:
2.3 1.1 0.6
0.0 0.1 -0.3
-0.1 -0.1 -0.1
-0.2 0.3 -0.2
-0.2 -0.2 -0.1
0.5 0.4 -0.4

Summary:
E_LUMO ... 3.120 eV
E_HOMO ... -0.909 eV
Kohn-Sham gap ... 0.1481 Eh
Net charge ... -2

***

What did we get for E_tot? Answer: -123586.985, -103891.403 eV, in the order shown.
What did we get for energy relative to the best compared isomer or geometry (same formula, charge and spin)? Answer: 0.000, 0.412 eV, in the order shown.